1.
{"formula": "C23H37BN", "method": "wB97M-V/def2-TZVPD", "species": ["C", "C", "C", "C", "C", "C", "C", "C", "C", "C", "C", "H", "H", "H", "H", "H", "H", "H", "H", "H", "H", "H", "H", "H", "H", "H", "C", "C", "C", "N", "C", "C", "C", "C", "C", "C", "C", "C", "C", "B", "H", "H", "H", "H", "H", "H", "H", "H", "H", "H", "H", "H", "H", "H", "H", "H", "H", "H", "H", "H", "H", "H"], "xyz": [[-0.775, -0.192, 3.132], [0.280, -0.821, 2.235], [1.695, -0.959, 2.687], [2.355, -2.214, 2.693], [1.627, -3.528, 2.533], [3.741, -2.225, 2.803], [4.471, -1.050, 2.990], [5.956, -1.081, 3.082], [3.783, 0.160, 3.104], [2.405, 0.223, 2.970], [1.715, 1.564, 3.083], [-1.666, -0.838, 3.140], [-0.438, -0.081, 4.172], [-1.071, 0.806, 2.777], [-0.102, -1.807, 1.955], [2.361, -4.331, 2.383], [1.052, -3.760, 3.445], [0.914, -3.571, 1.694], [4.261, -3.186, 2.715], [6.337, -0.069, 3.224], [6.287, -1.726, 3.899], [6.377, -1.483, 2.160], [4.325, 1.089, 3.286], [2.479, 2.338, 3.251], [1.110, 1.880, 2.210], [1.051, 1.561, 3.963], [-0.032, -1.486, -1.199], [-0.705, -0.660, -2.273], [0.333, -0.161, -3.276], [-1.575, 0.483, -1.775], [-1.928, 1.329, -2.945], [-2.663, 0.815, -3.989], [-2.985, 1.700, -5.043], [-2.532, 3.024, -4.987], [-1.766, 3.482, -3.899], [-1.465, 2.614, -2.854], [-2.874, 0.051, -1.117], [-3.828, 1.235, -0.972], [-2.729, -0.685, 0.194], [-0.736, 1.652, -1.001], [0.369, -0.244, 1.336], [0.504, -2.289, -1.724], [0.698, -0.924, -0.611], [-0.728, -1.980, -0.524], [-1.423, -1.291, -2.795], [0.955, -1.020, -3.561], [-0.122, 0.218, -4.198], [0.992, 0.613, -2.865], [-2.970, -0.241, -3.974], [-3.578, 1.321, -5.872], [-2.787, 3.699, -5.811], [-1.421, 4.518, -3.891], [-0.863, 2.875, -1.911], [-3.293, -0.640, -1.846], [-4.728, 0.883, -0.450], [-3.398, 2.058, -0.389], [-4.158, 1.625, -1.944], [-3.745, -0.946, 0.526], [-2.200, -1.634, 0.099], [-2.255, -0.089, 0.981], [0.421, 1.398, -1.015], [-1.318, 1.993, -0.013]], "lowdin_charge": [-0.102, -0.223, -0.151, -0.208, -0.047, -0.011, -0.270, -0.054, -0.010, -0.215, -0.040, 0.074, 0.086, 0.067, 0.089, 0.078, 0.095, 0.067, 0.124, 0.077, 0.087, 0.084, 0.116, 0.081, 0.079, 0.082, -0.030, -0.333, -0.024, -0.084, -0.284, -0.003, -0.012, -0.035, 0.000, 0.004, -0.333, -0.022, -0.023, -0.027, 0.073, 0.108, 0.087, 0.056, 0.144, 0.104, 0.090, 0.090, 0.140, 0.122, 0.125, 0.130, 0.134, 0.142, 0.104, 0.089, 0.092, 0.110, 0.067, 0.073, 0.084, 0.089], "charge": 1, "total_energy_ha": -977.9176, "relative_energy_kcal_mol": 0.0, "orbital_gap_ha": 0.2586}

2.
{"formula": "C5H5N2O2", "method": "wB97M-V/def2-TZVPD", "species": ["C", "C", "C", "C", "C", "N", "N", "O", "O", "H", "H", "H", "H", "H"], "xyz": [[-2.656, 1.331, 0.119], [-2.341, 0.168, 0.568], [-0.182, -0.422, -0.547], [2.516, 0.169, 0.516], [2.110, -0.421, -0.875], [-1.906, -0.957, 0.760], [-0.733, -1.285, 0.187], [3.615, 0.199, 0.991], [0.907, -0.707, -1.209], [-2.381, 2.370, 0.445], [-3.110, 1.196, -0.835], [1.670, 0.712, 0.938], [2.966, -0.201, -1.656], [-0.475, -2.153, 0.599]], "lowdin_charge": [0.080, -0.145, -0.029, -0.167, 0.097, 0.079, 0.082, 0.159, 0.120, 0.116, 0.083, 0.132, 0.212, 0.183], "charge": 1, "total_energy_ha": -452.9647, "relative_energy_kcal_mol": 133.7, "orbital_gap_ha": 0.2520}

3.
{"formula": "Cl2H3N2OP", "method": "wB97M-V/def2-TZVPD", "species": ["N", "N", "O", "P", "Cl", "Cl", "H", "H", "H"], "xyz": [[-0.092, -0.137, -1.642], [-0.525, -0.971, -0.800], [-1.238, 0.684, 2.532], [-0.302, 0.282, 1.494], [0.483, 1.972, 0.450], [1.515, -0.405, 2.298], [-0.866, 0.321, -2.081], [0.880, -0.157, -1.821], [0.145, -1.589, -0.430]], "lowdin_charge": [-0.011, -0.015, -0.499, 0.052, 0.099, 0.104, 0.128, 0.114, 0.028], "total_energy_ha": -1448.2624, "relative_energy_kcal_mol": 54.7, "orbital_gap_ha": [0.2739, 0.2609]}

4.
{"formula": "C16H20N4O2", "method": "wB97M-V/def2-TZVPD", "species": ["C", "C", "O", "C", "C", "C", "C", "C", "C", "C", "N", "N", "C", "O", "C", "N", "N", "C", "C", "H", "C", "C", "H", "H", "H", "C", "H", "H", "H", "H", "H", "H", "H", "H", "H", "H", "H", "H", "H", "H", "H", "H"], "xyz": [[0.226, -2.728, 1.095], [1.635, -2.360, 0.656], [1.683, -0.954, 0.532], [2.833, -0.355, 0.121], [4.005, -1.037, -0.182], [5.127, -0.345, -0.608], [5.097, 1.033, -0.743], [3.938, 1.720, -0.444], [2.798, 1.050, -0.005], [1.582, 1.764, 0.321], [1.495, 3.020, 0.124], [0.370, 3.712, 0.406], [-0.953, 3.366, 0.476], [-1.756, 4.164, 0.922], [-1.365, 2.059, -0.073], [-0.908, 1.589, -1.226], [-1.560, 0.451, -1.428], [-2.440, 0.161, -0.440], [-2.346, 1.199, 0.460], [-2.878, 1.341, 1.376], [-3.316, -1.048, -0.488], [-4.583, -0.728, -1.291], [-5.135, 0.076, -0.812], [-5.223, -1.605, -1.348], [-4.332, -0.416, -2.303], [-3.679, -1.521, 0.918], [-4.280, -0.771, 1.424], [-4.252, -2.443, 0.866], [-2.783, -1.702, 1.506], [-2.772, -1.849, -1.005], [-1.378, -0.084, -2.263], [0.552, 4.698, 0.565], [0.775, 1.161, 0.735], [3.882, 2.793, -0.538], [5.974, 1.564, -1.080], [6.028, -0.894, -0.837], [4.057, -2.110, -0.089], [1.868, -2.834, -0.309], [2.366, -2.702, 1.401], [-0.493, -2.377, 0.359], [0.136, -3.805, 1.198], [0.002, -2.257, 2.049]], "lowdin_charge": [-0.058, -0.254, -0.063, -0.216, -0.023, -0.083, -0.090, -0.026, -0.126, -0.092, 0.063, 0.050, -0.420, 0.074, -0.242, 0.102, 0.050, -0.244, 0.050, 0.116, -0.378, -0.060, 0.087, 0.077, 0.077, -0.065, 0.082, 0.081, 0.070, 0.133, 0.165, 0.153, 0.121, 0.108, 0.100, 0.103, 0.101, 0.127, 0.128, 0.061, 0.079, 0.081], "total_energy_ha": -991.1631, "relative_energy_kcal_mol": 65.5, "orbital_gap_ha": 0.3107, "smiles": "CCOc1ccccc1/C=N/NC(=O)c1cc(C(C)C)[nH]n1"}

5.
{"formula": "C5H10N2O", "method": "wB97M-V/def2-TZVPD", "species": ["C", "C", "C", "C", "C", "H", "H", "H", "H", "H", "H", "H", "H", "H", "H", "N", "N", "O"], "xyz": [[2.270, -0.013, -0.679], [0.921, -0.490, -0.030], [0.372, -0.387, 1.155], [-0.192, 0.434, 0.013], [-1.768, -0.001, -0.246], [2.786, -1.095, -1.198], [1.859, 0.772, -1.665], [3.033, 0.380, 0.236], [0.756, -1.133, -0.978], [-0.208, -1.339, 1.630], [0.857, 0.010, 2.142], [-0.368, 2.069, 0.935], [-0.691, 2.210, -0.592], [-3.550, -1.243, 0.198], [-1.570, -1.997, -0.498], [0.120, 1.842, 0.132], [-2.164, -1.158, -0.299], [-2.462, 1.140, -0.254]], "lowdin_charge": [-0.102, -0.474, -0.138, -0.388, -0.508, 0.118, 0.157, 0.115, 0.147, 0.151, 0.156, 0.033, 0.153, 0.347, 0.128, 0.077, 0.134, -0.107], "total_energy_ha": -380.9726, "relative_energy_kcal_mol": 196.3, "orbital_gap_ha": 0.3188}

6.
{"formula": "C3H4KMgO4", "method": "wB97M-V/def2-TZVPD", "species": ["H", "C", "C", "O", "H", "H", "O", "C", "O", "Mg", "H", "K", "O"], "xyz": [[-0.704, -0.947, -1.596], [0.278, -0.631, -1.239], [1.390, -1.477, -0.851], [1.359, -0.692, -2.058], [2.083, -1.120, -0.089], [1.299, -2.555, -0.991], [-0.581, -0.262, 1.350], [-0.450, 0.811, 0.796], [0.177, 0.655, -0.562], [-1.235, -1.247, 2.993], [-0.147, 1.450, -1.104], [-2.480, 4.113, 2.543], [-0.990, 1.901, 0.809]], "lowdin_charge": [0.191, -0.270, 0.006, 0.092, 0.140, 0.144, -0.141, -0.603, 0.134, 1.028, 0.246, 0.959, 0.075], "charge": 2, "spin_multiplicity": 2, "total_energy_ha": -1217.0959, "relative_energy_kcal_mol": 12.6, "orbital_gap_ha": [0.2801, 0.3768]}